Entry from the Open Molecules 2025 dataset: C33H49AsClN4NaO4Si2 as an isolated structure (wB97M-V/def2-TZVPD).

Computed properties:
Gap between HOMO and LUMO   4.41 eV
LUMO level   0.1318 hartree
Energy relative to the best compared isomer or geometry (same formula, charge and spin)   0.000 eV
HOMO   -0.0303 Eh

```
! RIJCOSX wB97M-V def2-TZVPD def2/J DEFGRID3
* xyz -2 1
Na -0.258 0.261 0.632
C 2.911 -1.205 -1.588
O 2.651 -0.352 -0.487
C 3.309 -0.615 0.664
C 4.350 -1.536 0.760
C 5.016 -1.710 1.967
C 4.665 -0.966 3.080
C 3.624 -0.056 2.991
C 2.939 0.124 1.802
N 1.801 0.972 1.678
N 1.686 1.750 2.672
C 0.637 2.631 2.765
C -0.331 2.894 1.745
O -0.388 2.340 0.619
C -1.322 3.923 2.060
C -1.349 4.583 3.235
C -0.378 4.327 4.254
C -0.409 5.025 5.470
C 0.525 4.792 6.449
C 1.518 3.829 6.211
C 1.561 3.129 5.032
C 0.614 3.354 4.005
H 3.938 -1.060 -1.947
H 2.203 -0.906 -2.355
H 2.695 -2.248 -1.327
H 4.616 -2.134 -0.099
H 5.804 -2.450 2.031
H 5.174 -1.116 4.025
H 3.298 0.504 3.855
H -2.052 4.108 1.281
H -2.115 5.329 3.433
H -1.195 5.756 5.623
H 0.494 5.333 7.387
H 2.261 3.623 6.974
H 2.325 2.385 4.870
C -2.447 -4.639 -1.730
Si -0.605 -4.156 -1.897
C 0.233 -5.807 -2.366
C -0.634 -3.142 -3.526
C 0.183 -3.333 -0.521
Si 0.591 -4.182 1.009
C 0.858 -2.989 2.462
C 2.198 -5.222 0.909
C -0.680 -5.465 1.634
H -2.851 -5.059 -2.656
H -3.035 -3.762 -1.460
H -2.586 -5.366 -0.931
H -0.235 -6.250 -3.246
H 0.151 -6.526 -1.553
H 1.292 -5.661 -2.567
H -0.821 -3.791 -4.385
H 0.305 -2.614 -3.682
H -1.445 -2.415 -3.489
H -0.118 -2.292 -0.404
H 1.915 -2.769 2.604
H 0.481 -3.420 3.391
H 0.324 -2.051 2.319
H 3.049 -4.566 0.730
H 2.147 -5.930 0.083
H 2.385 -5.781 1.825
H -1.629 -4.971 1.831
H -0.346 -5.955 2.550
H -0.858 -6.238 0.887
Cl -2.693 -1.443 5.541
C -2.326 -0.288 4.208
C -2.527 -0.874 2.789
O -3.492 -1.603 2.576
O -1.677 -0.438 1.979
H -1.304 0.050 4.358
H -3.020 0.541 4.343
C -4.273 -0.608 -2.366
As -3.045 0.134 -1.007
C -2.994 1.948 -1.785
C -4.405 0.511 0.347
H -5.125 0.057 -2.519
H -4.626 -1.584 -2.034
H -3.745 -0.742 -3.311
H -3.994 2.387 -1.792
H -2.607 1.900 -2.804
H -2.311 2.550 -1.190
H -5.277 0.977 -0.121
H -3.967 1.186 1.081
H -4.661 -0.414 0.856
C 0.266 0.532 -5.522
N 0.449 0.853 -4.130
C 1.369 1.717 -3.582
C 1.187 1.649 -2.232
N 0.193 0.763 -1.942
C -0.229 0.314 -3.089
H 0.960 1.130 -6.112
H -0.752 0.763 -5.841
H 0.467 -0.525 -5.703
H 2.048 2.279 -4.195
H 1.708 2.162 -1.450
H -0.993 -0.428 -3.230
*
```

***

Entry from the Open Molecules 2025 dataset: C33H49AsMnN4O2P3S2 as an isolated structure (wB97M-V/def2-TZVPD).

Computed properties:
Gap between HOMO and LUMO (spin up / spin down)   7.48 / 7.94 eV
LUMO level (spin up / spin down)   -0.2535 / -0.2558 hartree
Energy relative to the best compared isomer or geometry (same formula, charge and spin)   1.509 eV
HOMO (spin up / spin down)   -0.5284 / -0.5477 Eh

```
! RIJCOSX wB97M-V def2-TZVPD def2/J DEFGRID3
* xyz 3 6
Mn 0.382 -0.390 -0.014
C -0.875 3.408 -0.789
C -1.968 2.363 -0.566
P -1.554 0.990 0.602
C -1.639 1.753 2.248
C -0.602 1.484 3.136
C -0.645 1.995 4.420
C -1.721 2.772 4.818
C -2.766 3.023 3.941
C -2.735 2.511 2.656
C -3.049 -0.050 0.597
C -2.823 -1.341 1.074
C -3.846 -2.267 1.109
C -5.113 -1.906 0.671
C -5.346 -0.621 0.207
C -4.320 0.310 0.165
C 0.486 2.809 -1.142
P 1.289 2.052 0.350
C 2.708 1.125 -0.340
C 3.092 0.002 0.411
C 4.187 -0.754 0.024
C 4.913 -0.394 -1.102
C 4.544 0.719 -1.845
C 3.440 1.470 -1.478
C 2.028 3.484 1.195
C 3.375 3.815 1.083
C 3.852 4.954 1.709
C 3.001 5.760 2.448
C 1.663 5.417 2.577
C 1.180 4.270 1.975
H -0.778 4.035 0.100
H -1.197 4.061 -1.605
H -2.216 1.869 -1.518
H -2.859 2.868 -0.184
H 0.230 0.858 2.804
H 0.156 1.793 5.113
H -1.759 3.169 5.820
H -3.614 3.611 4.259
H -3.571 2.684 1.992
H -1.816 -1.596 1.411
H -3.657 -3.262 1.483
H -5.913 -2.629 0.686
H -6.334 -0.335 -0.120
H -4.516 1.309 -0.196
H 1.134 3.588 -1.551
H 0.356 2.006 -1.886
H 2.585 -0.218 1.356
H 4.465 -1.621 0.602
H 5.774 -0.976 -1.394
H 5.135 1.012 -2.700
H 3.158 2.334 -2.059
H 4.045 3.188 0.515
H 4.897 5.206 1.621
H 3.379 6.650 2.925
H 1.001 6.038 3.159
H 0.150 3.975 2.120
N 1.558 -4.559 4.134
C 0.406 -3.902 3.480
P 1.050 -3.443 1.758
O 2.491 -3.838 1.844
O 0.665 -2.046 1.393
C 0.313 -4.688 0.550
N 1.460 -5.144 -0.252
H 1.746 -4.212 5.080
H 2.372 -4.325 3.480
H 1.477 -5.580 4.169
H 0.153 -2.980 4.003
H -0.476 -4.540 3.476
H -0.443 -4.218 -0.076
H -0.141 -5.525 1.081
H 2.288 -5.019 0.373
H 1.624 -4.476 -1.059
H 1.385 -6.108 -0.587
N 2.002 -0.581 -3.419
C 2.237 -1.885 -3.231
N 2.721 -2.624 -4.225
S 1.874 -2.548 -1.732
H 2.341 -0.077 -4.222
H 1.591 -0.065 -2.647
H 3.037 -2.223 -5.095
H 2.919 -3.600 -4.081
C -2.218 1.044 -4.402
As -2.284 -0.747 -3.622
C -1.682 -1.975 -5.002
C -4.130 -1.178 -3.200
S -0.944 -1.040 -1.994
H -2.587 0.992 -5.426
H -1.187 1.405 -4.421
H -2.839 1.745 -3.842
H -2.138 -1.703 -5.953
H -1.985 -2.992 -4.745
H -0.594 -1.947 -5.093
H -4.705 -1.132 -4.125
H -4.529 -0.461 -2.481
H -4.203 -2.184 -2.782
*
```

***

Entry from the Open Molecules 2025 dataset: a 2-piece molecular cluster, C33H49BrClN7O5S overall (wB97M-V/def2-TZVPD).

Computed properties:
Gap between HOMO and LUMO   5.22 eV
Structure (SMILES)   CC(C)[C@@H](C)CO[C@@H]1[C@@H](CC(N)(N)N)[C@@H](C(=O)[O-])[C@@H](Br)[N@@H+](C[C@@H](C)Cl)[C@]1(S)CC(N)(N)N.O=C1c2ccccc2C(=O)c2ccccc21
LUMO level   -0.0476 hartree
HOMO   -0.2396 Eh

```
! RIJCOSX wB97M-V def2-TZVPD def2/J DEFGRID3
* xyz 0 1
C -1.436 -2.433 3.039
C -1.167 -1.240 1.956
Cl -2.583 -0.089 2.133
C 0.279 -0.534 2.248
N 1.341 -0.916 1.258
C 2.636 -1.251 1.974
Br 3.200 0.118 3.337
C 3.832 -1.751 1.021
C 5.242 -0.994 1.359
O 5.520 0.202 1.028
O 6.206 -1.678 2.112
C 3.494 -1.846 -0.547
C 4.693 -1.375 -1.538
C 5.951 -2.379 -1.577
N 7.205 -1.621 -1.237
N 6.053 -2.970 -2.983
N 5.863 -3.535 -0.648
C 2.160 -1.120 -1.059
O 1.204 -2.062 -1.612
C 1.617 -2.580 -2.897
C 0.750 -3.947 -3.120
C 1.619 -5.105 -2.359
C 0.590 -4.347 -4.665
C 2.010 -4.703 -5.378
C -0.302 -5.707 -4.756
C 1.471 -0.094 0.027
S 2.650 1.336 0.081
C 0.136 0.393 -0.703
C -0.380 1.887 -0.491
N -1.852 1.848 -0.906
N 0.213 2.893 -1.454
N -0.359 2.489 0.838
H -1.347 -2.004 4.110
H -0.660 -3.257 2.884
H -2.513 -2.835 2.911
H -1.164 -1.792 0.936
H 0.204 0.572 2.490
H 0.574 -1.042 3.249
H 1.021 -1.858 0.919
H 2.343 -2.153 2.642
H 4.062 -2.838 1.355
H 3.351 -2.970 -0.803
H 4.975 -0.265 -1.403
H 4.226 -1.420 -2.601
H 7.402 -1.040 -2.069
H 7.923 -2.353 -1.112
H 6.093 -2.174 -3.646
H 5.113 -3.394 -3.130
H 5.136 -4.163 -1.028
H 6.731 -4.095 -0.649
H 2.452 -0.418 -1.936
H 2.712 -2.921 -2.945
H 1.312 -1.860 -3.731
H -0.264 -3.859 -2.586
H 1.670 -4.797 -1.246
H 2.714 -5.061 -2.732
H 1.195 -6.153 -2.510
H 0.097 -3.537 -5.303
H 1.876 -4.872 -6.515
H 2.798 -3.884 -5.236
H 2.432 -5.672 -4.942
H -1.024 -5.724 -5.637
H -0.839 -5.788 -3.733
H 0.442 -6.594 -4.764
H 3.204 1.516 -1.183
H 0.350 0.330 -1.843
H -0.780 -0.306 -0.578
H -2.434 1.504 -0.126
H -2.091 2.861 -0.970
H -0.208 2.770 -2.388
H -0.067 3.839 -1.124
H -0.978 2.089 1.542
H 0.532 2.843 1.186
C -6.675 8.635 4.179
C -6.147 8.067 5.337
C -5.618 6.782 5.304
C -5.627 6.054 4.113
C -6.178 6.613 2.960
C -6.692 7.910 2.992
C -6.238 5.834 1.702
O -6.715 6.323 0.693
C -5.716 4.448 1.692
C -5.818 3.681 0.530
C -5.319 2.383 0.507
C -4.708 1.850 1.641
C -4.610 2.609 2.802
C -5.123 3.907 2.832
C -5.045 4.693 4.083
O -4.515 4.225 5.077
H -7.080 9.642 4.204
H -6.146 8.629 6.266
H -5.204 6.347 6.208
H -7.110 8.356 2.095
H -6.289 4.091 -0.358
H -5.403 1.786 -0.396
H -4.311 0.836 1.620
H -4.138 2.186 3.683
*
```

***

Entry from the Open Molecules 2025 dataset: C33H49BrNNiP3 as an isolated structure (wB97M-V/def2-TZVPD).

Computed properties:
Gap between HOMO and LUMO (spin up / spin down)   5.94 / 2.91 eV
LUMO level (spin up / spin down)   -0.2249 / -0.3361 hartree
Energy relative to the best compared isomer or geometry (same formula, charge and spin)   0.123 eV
HOMO (spin up / spin down)   -0.4431 / -0.4430 Eh

```
! RIJCOSX wB97M-V def2-TZVPD def2/J DEFGRID3
* xyz 2 3
C 2.476 -0.103 -6.432
C 3.744 -0.009 -5.810
C 4.834 0.393 -6.616
C 4.624 0.616 -7.980
N 3.441 0.427 -8.559
C 2.380 0.131 -7.810
C 3.914 -0.365 -4.436
C 3.202 -0.504 -3.336
C 1.862 -0.443 -2.840
C 0.950 0.595 -3.156
C -0.232 0.748 -2.439
C -0.504 -0.091 -1.346
C 0.283 -1.243 -1.156
C 1.423 -1.428 -1.929
Ni 4.918 -1.040 -3.134
P 1.583 2.794 -0.313
H 5.837 0.537 -6.211
H 1.589 -0.394 -5.873
H 5.436 0.961 -8.630
H 1.411 0.066 -8.314
H 2.008 -2.345 -1.819
H 1.180 1.290 -3.957
H 0.011 -1.965 -0.385
H -0.930 1.542 -2.683
C 1.816 2.825 1.507
C 2.375 4.100 2.125
H 2.495 1.982 1.719
H 0.847 2.560 1.957
H 2.385 3.997 3.215
H 3.408 4.288 1.813
H 1.776 4.984 1.890
C 2.723 4.065 -1.017
C 2.888 3.919 -2.532
H 3.698 3.948 -0.520
H 2.332 5.058 -0.766
H 3.652 4.617 -2.895
H 3.191 2.903 -2.819
H 1.953 4.146 -3.062
C -0.061 3.575 -0.560
C -0.264 4.957 0.052
H -0.801 2.864 -0.158
H -0.236 3.608 -1.646
H -1.274 5.309 -0.197
H -0.186 4.945 1.145
H 0.439 5.695 -0.349
Br -1.805 0.361 -0.106
P 5.246 -0.301 -1.294
C 5.345 1.464 -0.854
C 5.950 1.818 0.509
H 4.282 1.784 -0.898
H 5.879 1.970 -1.680
H 6.210 2.886 0.511
H 5.245 1.641 1.327
H 6.869 1.264 0.729
C 4.237 -1.038 0.000
C 4.918 -2.225 0.680
H 3.286 -1.320 -0.476
H 3.999 -0.244 0.722
H 4.189 -2.744 1.311
H 5.313 -2.947 -0.039
H 5.736 -1.890 1.324
C 6.376 -1.937 -2.189
C 7.354 -1.580 -3.288
H 5.840 -2.888 -2.377
H 6.846 -1.932 -1.193
H 6.986 -0.765 -3.939
H 8.305 -1.272 -2.833
H 7.536 -2.474 -3.899
C -3.725 -2.391 -1.233
P -2.330 -3.049 -0.234
C -1.986 -4.619 -1.134
C -3.246 -3.665 1.234
C -2.598 -3.528 2.480
C -3.207 -4.028 3.633
C -4.463 -4.642 3.557
C -5.115 -4.747 2.326
C -4.518 -4.255 1.161
H -3.310 -1.745 -2.018
H -4.378 -1.783 -0.593
H -4.296 -3.213 -1.687
H -1.278 -5.214 -0.538
H -2.921 -5.178 -1.287
H -1.521 -4.377 -2.102
H -1.620 -3.037 2.531
H -2.699 -3.938 4.593
H -4.932 -5.036 4.459
H -6.097 -5.213 2.262
H -5.038 -4.335 0.204
*
```

***

Entry from the Open Molecules 2025 dataset: C33H49BrNP3Pd as an isolated structure (wB97M-V/def2-TZVPD).

Computed properties:
Gap between HOMO and LUMO (spin up / spin down)   4.14 / 4.13 eV
LUMO level (spin up / spin down)   -0.0052 / -0.0053 hartree
Energy relative to the best compared isomer or geometry (same formula, charge and spin)   0.000 eV
HOMO (spin up / spin down)   -0.1572 / -0.1570 Eh

```
! RIJCOSX wB97M-V def2-TZVPD def2/J DEFGRID3
* xyz 0 1
C -5.292 -3.021 2.703
C -4.624 -3.562 1.569
C -5.144 -4.799 1.107
C -6.124 -5.466 1.855
N -6.652 -4.971 2.971
C -6.265 -3.770 3.375
C -3.491 -2.865 1.017
C -2.491 -2.123 0.846
C -1.468 -1.145 1.323
C -1.623 0.252 1.588
C -0.596 1.051 2.083
C 0.723 0.503 2.204
C 0.822 -0.900 2.098
C -0.231 -1.693 1.661
Pd -1.453 -2.259 -0.835
P -0.386 1.999 -1.947
H -4.763 -5.263 0.194
H -5.007 -2.040 3.078
H -6.485 -6.441 1.553
H -6.722 -3.377 4.276
H -0.117 -2.767 1.526
H -2.626 0.647 1.415
H 1.740 -1.413 2.385
H -0.846 2.046 2.470
C 0.534 2.983 -3.202
C -0.019 3.111 -4.625
H 1.543 2.538 -3.238
H 0.644 3.987 -2.764
H 0.620 3.843 -5.142
H 0.038 2.172 -5.195
H -1.052 3.491 -4.650
C -1.538 0.864 -2.814
C -3.052 1.107 -2.751
H -1.342 -0.158 -2.433
H -1.246 0.870 -3.876
H -3.562 0.308 -3.311
H -3.438 1.071 -1.724
H -3.349 2.056 -3.218
C -1.442 3.171 -0.993
C -2.028 4.335 -1.812
H -0.831 3.561 -0.159
H -2.250 2.564 -0.547
H -2.618 4.966 -1.124
H -1.247 4.977 -2.261
H -2.714 3.998 -2.613
Br 1.505 1.779 -0.264
P 0.625 -2.193 -1.439
C 0.903 -1.331 -3.062
C 1.970 -1.649 -4.125
H 1.051 -0.272 -2.761
H -0.082 -1.384 -3.556
H 1.546 -1.346 -5.094
H 2.892 -1.053 -4.030
H 2.229 -2.711 -4.213
C 2.350 -1.741 -0.732
C 3.645 -2.418 -1.237
H 2.265 -1.911 0.351
H 2.428 -0.646 -0.890
H 4.495 -1.992 -0.671
H 3.669 -3.500 -1.047
H 3.882 -2.245 -2.297
C 0.878 -4.025 -1.360
C 1.101 -4.705 -2.702
H -0.032 -4.478 -0.926
H 1.704 -4.269 -0.675
H 0.888 -5.773 -2.555
H 0.421 -4.343 -3.487
H 2.136 -4.629 -3.065
C 1.583 0.852 4.841
P 2.157 1.076 3.136
C 3.618 0.030 2.801
C 2.426 2.856 2.981
C 1.463 3.861 2.778
C 1.836 5.202 2.873
C 3.179 5.549 3.070
C 4.141 4.554 3.249
C 3.763 3.221 3.198
H 1.302 -0.201 4.997
H 0.682 1.486 4.912
H 2.332 1.182 5.579
H 3.933 0.112 1.740
H 4.493 0.266 3.439
H 3.416 -1.049 2.969
H 0.434 3.599 2.551
H 1.080 5.987 2.792
H 3.483 6.589 3.090
H 5.187 4.803 3.455
H 4.494 2.425 3.319
*
```

***

Number 1: largest force on an atom 1.130 eV Å⁻¹, E -5244.22961 a.u.. Number 2: largest force on an atom 1.580 eV Å⁻¹, E -6862.90642 a.u.. Number 3: largest force on an atom 6.882 eV Å⁻¹, E -5478.47178 a.u.. Number 4: largest force on an atom 3.972 eV Å⁻¹, E -6447.20533 a.u.. Number 5: largest force on an atom 3.877 eV Å⁻¹, E -5067.31974 a.u..